Record 1
Molecular formula: C11H19Cl3OTc
Method: DFT, ωB97M-V/def2-TZVPD

Its net charge is -2. The maximum force comes out at 5.13 eV Å⁻¹. Its electronic energy is -53528.04536 eV. The calculation puts the LUMO energy (alpha / beta) at 4.98 / 4.95 eV. The gap between HOMO and LUMO (alpha / beta) comes out at 4.4 / 5.5 eV. For the HOMO energy (alpha / beta), the calculation gives 0.54 / -0.54 eV. The multiplicity is 4.

Element x y z (Å)
C1 -0.70805 0.96273 -0.85965
C2 -0.84825 -0.44617 -1.10835
C3 0.44085 -1.02607 -1.11885
C4 -2.10055 -1.16297 -1.44365
C5 1.38965 -0.01097 -0.85955
C6 0.68755 1.23203 -0.70435
C7 1.31205 2.57063 -0.55285
C8 -1.79945 1.96873 -0.88575
C9 0.74975 -2.44607 -1.40245
C10 2.85945 -0.19577 -0.89395
Tc1 -0.01555 0.03043 1.10735
Cl1 -3.59075 -3.72757 1.53235
Cl2 -2.31005 -0.41067 1.60975
Cl3 0.35465 -2.20717 1.78905
H1 -2.97915 -0.59467 -1.16465
H2 -2.15805 -2.12437 -0.94165
H3 -2.13415 -1.34097 -2.52055
H4 -0.01895 -3.10797 -1.01755
H5 1.69505 -2.74617 -0.96205
H6 0.81685 -2.59797 -2.48185
H7 3.16135 -1.10387 -0.38055
H8 3.38185 0.63213 -0.43035
H9 3.18755 -0.27027 -1.93275
H10 2.22135 2.52073 0.03845
H11 0.63745 3.26923 -0.06785
H12 1.56585 2.97733 -1.53315
H13 -2.71545 1.56783 -0.46455
H14 -1.99845 2.27873 -1.91315
H15 -1.53875 2.85103 -0.31015
O1 -0.41875 1.60233 2.14275
H16 0.39115 1.99923 2.49965
C11 0.10565 -0.22387 3.46345
H17 -0.89895 -0.07737 3.91375
H18 0.79315 0.51683 3.92465
H19 0.48195 -1.15907 3.92885

Forces on the atoms, in the same order (eV/Å):
0.39 -0.64 -1.38
-0.01 1.31 0.02
0.87 0.59 0.01
-0.09 -0.14 -0.02
-0.38 -0.13 -0.65
-0.26 -0.56 0.06
-0.02 0.13 -0.07
-0.09 0.06 0.00
-0.03 -0.18 -0.14
0.11 -0.09 -0.07
-1.65 -1.19 4.71
-0.29 -0.41 -0.14
-0.81 0.11 -0.14
0.95 -2.25 -1.18
-0.11 0.04 0.13
-0.13 -0.12 0.22
0.01 -0.03 -0.22
-0.09 -0.06 0.14
0.10 -0.05 0.13
0.02 -0.08 -0.22
0.04 -0.17 0.09
0.15 0.23 0.10
0.24 -0.01 -0.10
0.18 0.03 0.10
-0.11 0.05 0.13
0.10 0.14 -0.13
-0.10 -0.13 0.13
-0.07 0.10 -0.16
0.05 0.12 0.16
0.38 3.26 -0.86
-0.34 -0.21 0.04
0.91 -0.46 1.46
0.47 0.18 -0.94
-0.21 0.34 -0.52
-0.21 0.21 -0.70

---

Record 2
Molecular formula: C11H19F2GaNSi
Method: DFT, ωB97M-V/def2-TZVPD

Its net charge is -1. The maximum force comes out at 5.40 eV Å⁻¹. Its electronic energy is -78885.79669 eV. The calculation puts the LUMO energy at 2.33 eV. The gap between HOMO and LUMO comes out at 6.8 eV. For the HOMO energy, the calculation gives -4.50 eV. The multiplicity is 1.

Element x y z (Å)
C1 0.96860 -3.40515 -0.19835
Si1 0.41761 -1.65039 0.45916
C2 0.73658 -1.70184 2.39662
C3 -1.47527 -1.36994 0.24558
C4 -1.90512 -0.47359 -1.05814
C5 -3.27389 0.38884 -0.67401
F1 -3.78168 1.20304 -1.84031
F2 -4.40188 -0.53425 -0.28380
Ga1 -3.01449 1.72603 0.88427
N1 -2.34136 3.48750 0.28556
C6 1.53627 -0.23900 -0.22237
C7 2.72924 -0.53414 -1.34656
C8 3.71010 0.70539 -1.87639
C9 3.49066 2.22275 -1.26540
C10 2.29609 2.53420 -0.17204
C11 1.33891 1.29083 0.34001
H1 1.97964 -3.36490 -0.79563
H2 0.10898 -3.87974 -0.87505
H3 1.14297 -4.11985 0.73263
H4 0.25454 -0.69376 2.80279
H5 0.23494 -2.65121 2.87420
H6 1.89319 -1.62544 2.55974
H7 -1.89900 -0.98804 1.27254
H8 -1.95829 -2.44753 0.08147
H9 -2.23303 -1.22729 -1.91921
H10 -1.05186 0.18584 -1.51378
H11 -4.33804 1.96916 1.77786
H12 -1.88693 1.14414 1.90080
H13 -1.44125 3.65430 0.80794
H14 -2.17054 3.40307 -0.74326
H15 2.92335 -1.62550 -1.77064
H16 4.56795 0.42986 -2.65904
H17 4.20820 3.10066 -1.61710
H18 2.14787 3.63608 0.26032
H19 0.48695 1.44988 1.14960

Forces on the atoms, in the same order (eV/Å):
0.17 -1.11 -0.43
-0.02 -0.47 1.19
0.01 0.97 0.04
-1.11 -0.77 -0.47
-2.02 -0.86 -0.79
0.09 0.19 -0.17
0.97 -2.25 1.65
2.37 1.30 -1.50
-0.07 0.73 0.62
0.72 -0.64 -0.29
3.26 3.77 -2.07
-0.16 4.07 1.31
-2.97 0.22 2.92
-2.19 -2.81 1.06
0.66 -3.89 -1.33
2.80 -0.63 -2.46
-2.02 -0.22 1.06
2.00 0.96 1.37
-0.41 1.46 -1.95
0.92 -2.23 -0.55
1.11 1.94 -0.74
-2.15 -0.43 0.00
0.76 -0.39 -2.21
0.99 2.18 0.43
0.82 1.46 1.65
-1.78 -0.90 1.22
0.00 -0.17 -0.30
0.22 -0.12 -0.02
-1.08 -0.23 -1.23
0.29 0.36 1.25
-0.54 2.65 1.03
-2.10 0.92 1.95
-1.77 -2.11 0.82
0.35 -2.79 -1.12
1.87 -0.16 -1.95

---

Record 3
Molecular formula: C11H19N2
Method: DFT, ωB97M-V/def2-TZVPD

Its net charge is +1. The maximum force comes out at 0.74 eV Å⁻¹. Its electronic energy is -14688.34716 eV. The calculation puts the LUMO energy at -2.92 eV. As for the SMILES: C=C=C(C)[C@@H](C)[C@@H]1[NH+]=CN(C)[C@H]1C. The gap between HOMO and LUMO comes out at 9.3 eV. For the HOMO energy, the calculation gives -12.26 eV. The energy above the lowest of the compared OMol25 structures with the same formula, charge and spin is 27.68 kcal/mol. The multiplicity is 1.

Element x y z (Å)
C1 0.95256 2.45757 0.43628
C2 -1.63299 -2.04988 -1.11870
C3 -1.83362 -2.58226 -2.27835
C4 0.12443 0.35628 0.78464
C5 -1.25558 0.00148 0.18161
C6 -1.39001 -1.50568 0.04080
C7 1.27610 0.31556 -0.25387
C8 -2.41187 0.57163 1.01102
C9 -1.29319 -2.34806 1.28444
C10 2.49889 -0.44136 0.24822
C11 2.34840 2.21745 -1.56596
N1 1.57504 1.73865 -0.45575
N2 0.18646 1.74548 1.22756
H1 1.06901 3.52632 0.52325
H2 -1.01871 -2.93210 -2.89187
H3 -2.82576 -2.72819 -2.67091
H4 0.32467 -0.29929 1.63601
H5 0.93733 -0.11901 -1.20185
H6 -1.31551 0.44309 -0.81924
H7 -2.34318 0.28008 2.05455
H8 -3.34929 0.18900 0.61530
H9 -2.44944 1.65684 0.94310
H10 -0.25826 -2.44514 1.61502
H11 -1.66763 -3.34627 1.08179
H12 -1.86965 -1.91773 2.09666
H13 2.80642 -0.08425 1.22876
H14 3.33806 -0.33715 -0.43386
H15 2.25500 -1.49819 0.31600
H16 2.72485 3.21655 -1.36122
H17 3.18666 1.55094 -1.75040
H18 1.72844 2.25508 -2.46582
H19 -0.41761 2.11255 1.94279

Forces on the atoms, in the same order (eV/Å):
0.06 0.05 0.04
0.30 0.36 0.23
-0.14 -0.24 -0.38
-0.41 -0.49 -0.36
-0.03 0.09 0.02
0.08 0.09 0.04
0.02 -0.72 0.17
0.13 -0.07 -0.23
0.07 -0.10 -0.12
-0.09 0.14 -0.14
0.19 0.31 -0.60
-0.30 0.05 0.38
-0.03 0.19 0.13
-0.01 0.12 -0.03
0.19 -0.02 -0.06
-0.25 0.00 -0.03
0.08 0.08 -0.10
-0.06 0.10 0.14
0.06 -0.01 0.04
-0.02 -0.02 0.22
-0.07 0.01 0.03
-0.04 0.10 0.05
0.05 -0.03 0.09
-0.01 -0.08 0.07
-0.10 0.00 0.18
0.01 0.04 0.10
0.09 -0.03 -0.07
-0.01 -0.10 0.04
0.04 0.00 0.03
0.04 0.03 0.07
0.07 -0.04 0.05
0.09 0.20 0.01

---

What is the maximum force in the second record? 5.40 eV Å⁻¹